C48H56O26 | ωB97M-V/def2-TZVPD

Values from the calculation:
gap between HOMO and LUMO: 6.0029 eV
highest occupied orbital energy: -0.3179 Ha
SMILES: O=C1C=C(O)C(=O)C=C1O.O=C1C=C(O)C(=O)C=C1O.O=C1C=C(O)C(=O)C=C1O.O=C1C=C(O)C(=O)C=C1O.O=C1C=C(O)C(=O)C=C1O.CC(C)=O.CC(C)=O.CC(C)=O.CC(C)=O.CC(C)=O.CC(C)=O
energy: -103892.4360 eV
energy relative to the best compared isomer or geometry (same formula, charge and spin): 478.3 kJ/mol
max |F|: 14.77 eV Å⁻¹

CARTESIAN COORDINATES (ANGSTROEM)
O1 -1.43 -46.11 -24.42
C1 -1.12 -47.30 -24.65
C2 -0.35 -48.07 -23.53
C3 0.03 -49.43 -23.63
O2 1.12 -49.91 -22.89
C4 -0.41 -50.17 -24.87
O3 -0.14 -51.39 -24.88
C5 -0.92 -49.47 -26.02
C6 -1.31 -48.04 -25.85
O4 -1.93 -47.33 -26.86
H1 -0.02 -47.32 -22.72
H2 1.29 -49.21 -22.34
H3 -1.16 -50.03 -27.00
H4 -1.99 -46.57 -26.37
O5 5.79 -48.96 -27.66
C7 5.10 -48.53 -26.74
C8 4.08 -47.48 -27.00
C9 3.14 -46.94 -25.83
O6 2.12 -46.09 -26.25
C10 3.41 -47.29 -24.46
O7 2.65 -46.96 -23.53
C11 4.70 -47.96 -24.17
C12 5.45 -48.69 -25.34
O8 6.57 -49.41 -25.07
H5 3.80 -47.37 -28.03
H6 2.15 -45.94 -27.21
H7 5.09 -48.08 -23.20
H8 7.09 -49.52 -25.85
O9 7.39 -44.71 -22.23
C13 7.28 -44.90 -23.40
C14 5.99 -44.68 -24.14
C15 5.96 -44.72 -25.69
O10 4.96 -44.27 -26.38
C16 7.08 -45.20 -26.41
O11 7.02 -45.36 -27.66
C17 8.37 -45.56 -25.72
C18 8.45 -45.43 -24.22
O12 9.57 -45.71 -23.47
H9 4.93 -44.27 -23.51
H10 4.15 -44.08 -25.90
H11 9.16 -45.93 -26.28
H12 9.19 -45.73 -22.61
O13 5.55 -47.07 -29.87
C19 5.20 -46.34 -30.85
C20 5.19 -46.87 -32.17
C21 4.83 -45.98 -33.51
O14 4.58 -46.53 -34.71
C22 4.56 -44.53 -33.30
O15 4.32 -43.76 -34.30
C23 4.52 -44.01 -31.92
C24 4.87 -44.89 -30.72
O16 4.88 -44.46 -29.47
H13 5.37 -47.92 -32.15
H14 5.15 -47.38 -34.97
H15 4.06 -43.13 -32.01
H16 5.08 -45.30 -29.07
O17 8.97 -51.59 -31.77
C25 7.79 -51.74 -31.77
C26 6.96 -50.84 -31.14
C27 5.54 -50.92 -31.22
O18 4.64 -50.11 -30.44
C28 4.75 -51.91 -31.88
O19 3.57 -52.04 -31.92
C29 5.56 -52.93 -32.57
C30 7.15 -52.80 -32.62
O20 7.96 -53.66 -33.31
H17 7.45 -49.98 -30.52
H18 5.16 -49.45 -30.04
H19 5.18 -53.72 -33.19
H20 8.81 -53.41 -33.45
C31 8.69 -52.98 -28.62
C32 7.83 -52.08 -27.71
C33 6.42 -52.56 -27.35
O21 8.28 -51.07 -27.39
H21 9.26 -53.49 -27.92
H22 9.54 -52.36 -29.18
H23 8.36 -53.46 -29.48
H24 6.16 -53.44 -27.05
H25 5.60 -52.53 -28.19
H26 6.08 -52.06 -26.37
C34 -0.57 -47.04 -29.66
C35 0.51 -45.97 -29.78
C36 1.07 -45.53 -31.18
O22 1.16 -45.72 -28.82
H27 -0.62 -47.47 -30.71
H28 -1.66 -46.60 -29.43
H29 -0.44 -48.16 -29.11
H30 1.29 -44.29 -31.18
H31 0.20 -45.57 -31.91
H32 2.00 -46.18 -31.62
C37 10.69 -49.01 -29.50
C38 9.93 -47.72 -29.18
C39 8.75 -47.48 -30.09
O23 10.17 -47.02 -28.28
H33 10.77 -49.27 -30.55
H34 10.30 -49.83 -28.96
H35 11.66 -48.79 -29.27
H36 9.12 -47.79 -31.04
H37 8.52 -46.43 -30.03
H38 7.72 -47.96 -29.69
C40 2.28 -42.59 -28.11
C41 2.74 -41.57 -29.08
C42 3.85 -40.69 -28.64
O24 2.19 -41.41 -30.14
H39 1.84 -43.50 -28.64
H40 1.51 -42.22 -27.23
H41 3.14 -43.19 -27.52
H42 4.14 -40.24 -29.54
H43 4.59 -41.04 -28.12
H44 3.74 -39.80 -27.89
C43 0.59 -43.54 -24.42
C44 2.06 -43.48 -23.98
C45 2.40 -43.75 -22.55
O25 3.03 -43.14 -24.75
H45 0.19 -44.17 -23.92
H46 0.81 -44.04 -25.50
H47 0.33 -42.71 -24.06
H48 2.65 -44.68 -22.52
H49 1.54 -43.56 -21.93
H50 3.06 -43.16 -22.14
C46 10.77 -49.01 -24.71
C47 10.74 -50.30 -23.73
C48 9.81 -51.35 -24.02
O26 11.63 -50.39 -22.91
H51 11.52 -48.41 -24.25
H52 9.90 -48.48 -24.80
H53 11.11 -49.19 -25.81
H54 9.70 -52.34 -23.49
H55 9.78 -51.61 -25.24
H56 8.71 -51.07 -23.79